Formula: C4H3BN4O2
Source: the Open Molecules 2025 dataset
Level of theory: ωB97M-V/def2-TZVPD

Output
total energy	-14925.96929	eV
ΔE to the lowest compared entry with this formula, charge and spin	0.0	kcal/mol
Kohn-Sham gap	8.90	eV
E_HOMO	-0.3691	hartree
SMILES	C#Cc1nnc(B(O)O)nn1

The geometry in ORCA input format:
```
! wB97M-V def2-TZVPD RIJCOSX def2/J DEFGRID3
* xyz 0 1
H -0.37085 4.69264 -2.34453
N 0.76709 1.43550 0.42063
C 0.02885 -0.68732 0.48815
N -1.21769 0.71266 -0.75449
H 1.84898 -3.16499 1.26991
B 0.26175 -2.19778 1.01330
O -0.63440 -3.20413 0.67360
N 0.93811 0.21589 0.88726
C -0.46445 3.96884 -1.55575
C -0.28759 1.59304 -0.38353
N -1.04904 -0.50837 -0.28785
H -0.71711 -3.25774 -0.28764
O 1.34338 -2.54005 1.80843
C -0.44702 2.94181 -0.94749
*
```

=====

Formula: C5H8N2
Source: the Open Molecules 2025 dataset
Level of theory: ωB97M-V/def2-TZVPD

Output
total energy	-8289.19505	eV
ΔE to the lowest compared entry with this formula, charge and spin	133.8	kcal/mol
Kohn-Sham gap (spin up / spin down)	7.68 / 7.68	eV
E_HOMO (spin up / spin down)	-0.2437 / -0.2437	hartree

The geometry in ORCA input format:
```
! wB97M-V def2-TZVPD RIJCOSX def2/J DEFGRID3
* xyz 0 1
H -3.04107 0.50015 -0.13423
C -2.37174 -0.33626 -0.37162
C -1.01312 -0.07774 0.17147
H 1.64693 1.67043 -0.77523
H -2.33681 -0.42212 -1.46305
H -0.16591 -1.09462 1.96159
C -0.17027 1.13322 0.16563
N 2.56659 -0.69253 -0.30105
H -2.80083 -1.25181 0.04679
C 1.76341 0.01047 0.54545
N 1.17530 1.09369 -0.09166
H 3.11643 -1.43670 0.09674
H 2.41472 -0.74578 -1.30298
C -0.16056 -0.45951 1.08265
H -0.62307 2.10911 0.36951
*
```

=====

Formula: C27H24F2HgN3S2
Source: the Open Molecules 2025 dataset
Level of theory: ωB97M-V/def2-TZVPD

Output
total energy	-64138.66077	eV
⟨S²⟩	0.76
Kohn-Sham gap (spin up / spin down)	4.90 / 5.98	eV
E_HOMO (spin up / spin down)	0.0012 / -0.0396	hartree

The geometry in ORCA input format:
```
! wB97M-V def2-TZVPD RIJCOSX def2/J DEFGRID3
* xyz -2 2
H -3.86765 -4.79464 0.89508
C 0.18576 -1.26160 -2.88772
H 4.73691 1.28389 -0.71921
C -2.68766 0.23507 2.07572
S -1.58785 0.19509 -1.32673
C -0.44467 -2.38125 -4.95035
H 2.90494 0.04120 -2.76817
C -3.08613 -1.15951 1.74686
N 1.20186 -0.89733 -1.95027
C 0.50634 -2.03337 -3.99724
C -2.00225 2.86305 2.57234
C -1.34411 0.57331 2.31550
C -3.67723 -3.75178 1.11589
H 2.47825 -1.74958 -0.53214
H -2.38766 -4.15815 2.78479
C -2.85124 -3.39535 2.16599
C 2.05062 -1.98416 -1.50918
C 2.85242 1.79469 3.52093
H 0.01132 2.20325 2.75518
C 2.28767 3.73632 2.23047
H -0.17126 -2.97683 -5.81409
C 2.07608 1.33171 -1.21834
C -4.22608 -2.73227 0.34748
C 4.14560 0.43229 -0.33271
C -3.93275 -1.42385 0.66635
H 2.15144 3.42044 0.12594
H 1.44831 -2.88603 -1.40508
H -3.09388 -0.80558 -3.54056
H -4.84831 -2.95835 -0.51009
H 2.52112 3.73692 4.36743
H 2.88054 -2.19771 -2.21297
H 2.01973 4.78380 2.15978
F -1.67983 4.16734 2.81260
C -1.74639 -1.92897 -4.77180
C -1.01187 1.90421 2.56490
H 1.06725 1.61411 -0.91183
H 4.17490 -0.36784 -1.07194
H 1.53294 -2.36643 -4.11615
H -4.30064 -0.60718 0.06456
C 2.35347 2.95608 1.08206
H 3.01695 1.31825 4.47998
H 1.35830 0.80450 -3.12796
C 1.92284 0.30431 -2.33751
C 2.56287 3.14906 3.45651
C -1.13769 -0.78882 -2.68557
F -4.96500 0.95089 1.95519
C -2.07627 -1.15456 -3.67256
N 2.77727 0.82979 -0.05693
C 2.89508 0.96973 2.38604
H -4.10068 3.33048 2.37426
H -2.51409 -2.18345 -5.49674
H 2.57838 2.22126 -1.65366
Hg 0.17453 -0.78304 1.32730
C -3.33369 2.57001 2.35654
S 3.11698 -0.75833 2.55831
C -3.63691 1.24533 2.11593
N -2.55739 -2.13684 2.48410
H 4.59944 0.05469 0.58151
C 2.67907 1.60168 1.13200
*
```